This record from OMol25 describes a cluster of 2 separate species, C4H11NS in total at a distorted geometry. The level of theory is the ωB97M-V functional and the def2-TZVPD basis.

The geometry in XYZ format:
```
17
Properties=species:S:1:pos:R:3:forces:R:3:mulliken_charge:R:1
C -1.893 2.569 0.966 1.42 -0.04 0.65 -1.205
C -3.056 2.912 1.874 0.11 -0.46 -0.33 -0.321
S -2.768 4.347 2.915 0.02 0.37 0.17 -0.225
H -0.966 2.366 1.531 -0.48 -0.04 0.20 0.325
H -1.562 3.403 0.348 -0.52 0.01 -0.42 0.323
H -2.055 1.664 0.392 -0.28 0.05 -0.36 0.387
H -3.198 2.106 2.597 -0.18 -0.03 -0.13 0.286
H -3.963 3.016 1.276 -0.05 0.09 0.23 0.302
C 2.317 -3.345 -1.478 0.89 0.22 0.31 -1.136
C 3.626 -3.004 -1.053 -0.50 -0.44 0.07 -0.192
N 2.065 -3.766 -2.795 -0.44 0.40 -0.91 -1.042
H 1.541 -3.509 -0.739 -0.25 -0.70 -0.13 0.507
H 3.928 -3.416 -0.084 -0.13 0.54 0.21 0.089
H 4.133 -2.094 -1.353 0.27 -0.15 -0.35 0.103
H 1.253 -4.330 -3.047 -0.06 0.17 0.52 0.319
H -2.290 5.152 1.957 -0.03 0.03 -0.02 0.091
H 2.887 -4.070 -3.307 0.20 0.00 0.28 0.391
```
Positions in Å, forces in eV/Å.

Summary:
**Total charge**: -1
**Highest occupied orbital energy (alpha / beta)**: 0.9 / -1.6 eV
**E_tot**: -16648.3741 eV
**2S+1**: 2